[1]
ORCA calculation (wB97M-V/def2-TZVPD) on a structure of composition C20H37Cl2N4ORuSSi2 at a distorted geometry.

## Properties
- Expectation value of S²: 0.758
- ΔE to the lowest compared entry with this formula, charge and spin: 45.9 kcal per mole
- Total charge: -2
- 2S+1: 2

CARTESIAN COORDINATES (ANGSTROEM)
Ru  0.799632  0.686032  0.176843
N  1.120905  -0.103863  4.516447
C  0.873453  0.080013  3.148802
S  2.232219  0.526795  2.149452
N  -0.348294  -0.055498  2.750520
N  -0.650887  0.179165  1.473017
C  -1.982338  0.163479  1.218945
C  -2.625038  0.443711  0.020615
C  -4.049243  0.436994  -0.016245
C  -4.755148  0.711273  -1.159461
C  -4.080453  1.012122  -2.340054
C  -2.693758  1.010943  -2.355524
C  -1.927347  0.713774  -1.221259
O  -0.642874  0.617995  -1.345876
H  2.046698  -0.467835  4.694071
H  0.397680  -0.673950  4.938290
H  -2.606911  -0.044663  2.085436
H  -4.586202  0.210362  0.898602
H  -5.839550  0.673991  -1.148469
H  -4.630385  1.246806  -3.242616
H  -2.162575  1.211466  -3.274945
Cl  2.699725  1.116809  -1.362343
C  3.566039  2.482723  -1.901018
Cl  5.617099  2.148615  -3.251528
H  4.052120  3.043127  -1.117814
H  3.032633  3.064989  -2.635782
C  2.330836  -2.806353  2.261964
Si  1.067145  -2.891636  0.810221
C  -0.662463  -3.199288  1.586638
C  1.595115  -4.586905  0.063761
C  1.212363  -1.475331  -0.430303
Si  0.381356  -1.687960  -2.135581
C  0.714941  -0.440799  -3.566468
C  1.180534  -3.228124  -3.001006
C  -1.462448  -2.215415  -2.006875
H  2.436085  -3.763364  2.771947
H  2.038565  -2.073520  3.001062
H  3.310067  -2.511676  1.894899
H  -0.638380  -3.993899  2.331197
H  -1.389209  -3.469417  0.826512
H  -1.021271  -2.302324  2.077568
H  1.896104  -5.289273  0.835068
H  2.438652  -4.467846  -0.605550
H  0.793252  -5.047375  -0.499418
H  2.290673  -1.350759  -0.609635
H  1.762644  -0.458171  -3.857955
H  0.465161  0.578141  -3.295582
H  0.121342  -0.710565  -4.440293
H  2.263769  -3.192209  -2.945575
H  0.909336  -3.248119  -4.053463
H  0.859490  -4.165375  -2.563390
H  -1.895335  -1.891379  -1.069661
H  -1.568556  -3.295572  -2.064567
H  -2.057630  -1.775036  -2.799004
C  0.787341  4.882194  0.944355
C  0.020421  3.558065  1.181435
C  -1.454114  3.764826  0.753048
C  0.066054  3.247635  2.698894
N  0.622736  2.560080  0.428345
H  0.351638  5.673831  1.553216
H  0.728794  5.157558  -0.106036
H  1.833866  4.752035  1.211817
H  -1.923973  4.533292  1.365191
H  -1.997747  2.828882  0.863136
H  -1.494807  4.062290  -0.292544
H  -0.340491  4.082470  3.269107
H  1.093419  3.062989  3.010220
H  -0.522474  2.358027  2.905201

Force components x, y, z for each atom (eV/Å):
Ru -1.483 1.859 1.750
N -0.265 -0.146 -0.323
C 0.778 0.340 -0.567
S -0.806 -0.199 -0.337
N -0.287 -0.678 2.099
N -2.597 0.649 -2.057
C 3.517 -0.296 2.287
C -1.110 0.519 -2.518
C 0.957 0.010 0.286
C -0.604 -0.047 -0.046
C 0.841 0.020 0.126
C -0.864 0.198 -0.583
C 0.375 -0.487 1.247
O -0.056 0.312 0.145
H -0.036 0.089 -0.050
H 0.044 0.076 0.002
H 0.154 -0.082 0.049
H 0.037 -0.031 0.062
H 0.039 0.052 0.040
H -0.008 -0.029 -0.048
H 0.126 0.022 -0.036
Cl 0.171 -1.194 -0.217
C -0.346 1.261 0.224
Cl 0.532 -0.017 -0.349
H 0.074 -0.140 0.087
H -0.011 -0.084 -0.122
C -0.447 0.111 -0.300
Si 0.414 -0.067 -0.206
C 0.502 0.239 -0.282
C -0.274 0.382 0.138
C -0.552 0.212 0.016
Si 0.698 -0.736 -0.147
C -0.158 -0.012 0.631
C -0.304 0.311 0.250
C 0.575 0.245 0.017
H -0.113 -0.269 -0.081
H -0.003 0.100 0.163
H 0.155 0.076 -0.108
H 0.142 -0.185 0.053
H -0.133 -0.090 -0.222
H -0.058 0.167 0.129
H 0.003 -0.122 0.329
H 0.213 0.106 -0.215
H -0.254 -0.145 -0.247
H 0.046 -0.357 -0.117
H 0.168 -0.126 0.001
H 0.031 0.085 -0.013
H -0.131 -0.229 -0.090
H 0.284 0.072 0.032
H -0.105 0.033 -0.296
H -0.073 -0.270 0.146
H -0.134 0.080 0.280
H 0.102 -0.231 -0.038
H -0.147 0.112 -0.241
C -0.298 -0.147 0.093
C -0.215 0.941 1.403
C 0.456 -0.514 -0.168
C -0.193 0.004 -0.287
N 0.664 -2.309 -1.990
H 0.012 0.265 0.091
H 0.034 0.009 -0.113
H 0.078 -0.003 0.018
H 0.064 0.107 0.094
H -0.099 0.036 0.021
H -0.054 0.021 -0.130
H -0.035 0.149 0.104
H 0.001 -0.004 0.023
H -0.031 -0.022 0.107


[2]
ORCA calculation (wB97M-V/def2-TZVPD) on a cluster of 3 separate species, C20H37F4N2O5 in total at a distorted geometry.

## Properties
- Expectation value of S²: 0.754
- ΔE to the lowest compared entry with this formula, charge and spin: 0.0 kcal per mole
- Total charge: 0
- 2S+1: 2

CARTESIAN COORDINATES (ANGSTROEM)
C  -1.464324  0.919714  -2.810149
C  -1.776070  0.898558  -1.297012
C  -2.836876  1.992245  -1.039313
C  -0.538074  1.254474  -0.456046
C  0.371165  0.089042  -0.033588
C  1.351565  -0.371696  -1.149418
C  1.900760  0.706597  -2.073608
C  2.975673  0.170072  -3.011873
F  3.992428  1.073531  -3.155328
F  2.483068  -0.076129  -4.254879
F  3.545570  -0.986580  -2.580725
C  1.175950  0.605887  1.147071
O  1.061431  0.202635  2.276691
N  2.096406  1.739078  0.880739
C  3.433381  1.376509  1.146748
O  4.034350  1.524823  2.177349
F  4.014638  0.855807  0.056326
C  -0.433332  -1.141694  0.411989
C  -1.953689  -1.026393  0.334775
C  -2.497059  -2.475364  0.368199
C  -2.582398  -0.271906  1.507592
N  -2.309427  -0.457004  -0.989904
O  -3.550001  -0.565741  -1.284949
H  -2.361149  1.133617  -3.372290
H  -0.721221  1.669232  -3.043263
H  -1.145720  -0.071593  -3.117415
H  -3.487684  1.746494  -0.212996
H  -2.304343  2.900096  -0.766606
H  -3.406840  2.218248  -1.925493
H  0.003726  2.032302  -0.977092
H  -0.903252  1.714750  0.458279
H  2.160633  -0.907750  -0.663906
H  0.867474  -1.110580  -1.777601
H  2.333707  1.546576  -1.558135
H  1.106871  1.053314  -2.718798
H  1.860973  2.492983  1.514616
H  -0.160789  -1.969451  -0.229487
H  -0.190759  -1.443676  1.422323
H  -1.699285  -3.148787  0.659064
H  -2.795578  -2.790025  -0.619751
H  -3.306990  -2.598447  1.071825
H  -3.625820  -0.534931  1.601194
H  -2.448690  0.800571  1.481403
H  -2.087032  -0.622878  2.407763
C  4.405351  4.659979  2.757768
C  3.500373  5.822053  2.389940
C  3.634243  6.983584  3.361849
O  2.139333  5.372492  2.342143
H  4.141180  4.265624  3.742618
H  4.286156  3.854985  2.044872
H  5.456119  4.952009  2.775012
H  3.737270  6.164004  1.382023
H  3.355546  6.669531  4.371465
H  2.970783  7.800683  3.077711
H  4.657606  7.359036  3.389225
H  1.907204  5.075302  3.227581
C  -2.612429  -7.531231  -1.774941
C  -2.389045  -6.587479  -0.603290
C  -3.706279  -6.137234  0.010815
O  -1.625820  -5.454591  -1.018012
H  -3.177801  -7.029688  -2.565091
H  -1.659137  -7.843400  -2.201453
H  -3.164979  -8.420336  -1.468460
H  -1.785995  -7.086905  0.155660
H  -4.304156  -5.593178  -0.725617
H  -3.527012  -5.463166  0.848867
H  -4.289291  -6.987795  0.366400
H  -2.132587  -4.990810  -1.691410

Force components x, y, z for each atom (eV/Å):
C -0.141 -0.516 0.444
C 0.021 0.473 -0.984
C 0.612 0.066 0.277
C -0.392 -0.465 0.379
C 0.435 -0.057 -0.421
C 0.108 0.311 0.084
C 0.330 -0.465 -0.336
C 0.508 0.067 -0.091
F -0.637 -0.600 -0.062
F 0.284 0.039 0.517
F -0.229 0.572 -0.285
C -0.255 -0.233 0.879
O 0.161 0.446 -0.828
N 0.296 -0.388 -0.287
C 0.575 0.503 1.538
O -0.680 -0.246 -1.737
F -0.123 -0.164 0.304
C -0.287 0.194 -0.160
C -0.070 -1.101 -0.100
C 0.613 0.134 0.035
C 0.446 -0.064 0.039
N -0.788 1.150 1.165
O 0.115 -0.393 -0.475
H -0.243 0.038 -0.140
H 0.090 0.180 -0.161
H 0.410 -0.035 -0.181
H -0.242 -0.116 0.087
H 0.030 0.249 -0.017
H -0.375 -0.143 -0.120
H 0.240 0.123 -0.076
H -0.052 0.127 0.189
H 0.233 -0.102 0.039
H -0.312 -0.139 -0.038
H 0.017 0.209 0.249
H -0.049 0.231 -0.112
H -0.033 0.032 0.347
H 0.112 -0.203 -0.158
H 0.163 0.046 0.177
H 0.084 -0.192 0.209
H -0.297 -0.001 -0.209
H -0.346 -0.005 -0.018
H -0.352 0.237 -0.141
H -0.083 0.231 -0.048
H 0.060 -0.082 0.220
C 0.027 0.152 -0.010
C 0.064 -0.068 0.409
C -0.109 0.083 -0.071
O 0.010 -0.030 -0.276
H 0.030 0.036 0.030
H 0.058 -0.084 -0.100
H -0.007 0.034 0.018
H -0.129 -0.020 -0.064
H 0.071 -0.049 0.015
H 0.020 0.001 -0.034
H 0.010 -0.015 0.014
H -0.025 0.022 0.087
C 0.138 -0.043 -0.020
C -0.327 0.068 -0.241
C 0.054 0.064 0.115
O 0.198 -0.102 0.164
H -0.072 0.005 0.040
H 0.011 -0.014 0.033
H -0.018 0.007 -0.005
H 0.090 0.060 0.006
H -0.016 -0.059 -0.045
H 0.019 -0.027 0.018
H -0.011 -0.002 -0.015
H -0.043 0.032 -0.064


[3]
ORCA calculation (wB97M-V/def2-TZVPD) on a structure of composition C20H37InN2P at a distorted geometry.

## Properties
- Total charge: -1
- 2S+1: 1

CARTESIAN COORDINATES (ANGSTROEM)
C  0.060900  -1.315000  -1.953500
C  -1.262400  -1.411700  -1.432100
C  -1.188300  -2.068000  -0.170400
C  0.179000  -2.358400  0.096500
C  0.953500  -1.891900  -1.007700
In  0.000000  0.000000  0.000000
C  -0.997100  1.612000  -0.936200
C  0.397800  1.874100  -1.421700
C  0.744400  2.441900  -2.612500
N  1.312100  1.306600  -0.500000
H  -2.028800  -2.270200  0.496000
H  -2.168300  -1.046700  -1.916000
H  0.571000  -2.829400  0.999700
H  2.039700  -1.949000  -1.102100
H  0.344500  -0.812300  -2.880700
H  -1.772600  1.623900  -1.712500
H  2.298700  1.432100  -0.737200
H  -1.260000  2.245400  -0.069300
H  -0.018700  2.883300  -3.259700
H  1.794800  2.533200  -2.915100
C  1.738500  -0.994000  5.236700
C  1.159400  -0.973400  3.804700
C  2.350000  -0.855100  2.834400
C  0.483300  -2.344700  3.590700
P  -0.100300  0.491800  3.526200
N  -0.768100  0.281000  2.028200
C  -1.684100  0.376300  4.658100
C  -1.400100  0.883500  6.087100
C  -2.860900  1.178700  4.052200
C  -2.195400  -1.069900  4.780700
C  0.671200  2.284500  3.511900
C  1.488400  2.556000  2.243700
C  -0.409300  3.381300  3.548500
C  1.599900  2.483600  4.722400
H  2.454500  -1.837900  5.353100
H  0.939900  -1.146900  5.985500
H  2.285700  -0.076900  5.498600
H  3.049100  -1.710300  2.963400
H  2.034200  -0.856600  1.781600
H  2.943300  0.052000  3.047200
H  -0.068900  -2.702700  4.466300
H  -0.246600  -2.297600  2.774200
H  1.237500  -3.146000  3.426000
H  -1.117500  1.947800  6.102700
H  -2.305200  0.782300  6.724400
H  -0.588100  0.309500  6.569000
H  -3.113500  0.800800  3.039200
H  -3.769900  1.071300  4.684200
H  -2.684100  2.256100  3.979300
H  -2.343400  -1.535200  3.783100
H  -1.523700  -1.665400  5.416500
H  -3.166900  -1.104300  5.321100
H  0.796400  2.598200  1.390400
H  1.976900  3.553900  2.291100
H  2.280200  1.814100  2.061900
H  -0.959000  3.384700  4.502900
H  0.051200  4.391100  3.477300
H  -1.110100  3.270600  2.693700
H  1.083400  2.272900  5.678100
H  2.494100  1.841100  4.634100
H  1.978900  3.528100  4.760900

Force components x, y, z for each atom (eV/Å):
C -0.268 -0.966 -0.879
C -0.007 -1.615 -0.620
C -0.452 -0.799 -0.565
C 0.121 -0.774 -0.094
C 0.064 -0.851 -0.499
In -2.841 -0.610 5.392
C -0.360 1.412 -0.574
C 0.807 1.041 -0.670
C -0.031 0.071 0.145
N 2.707 3.250 -2.063
H 0.391 0.186 -0.217
H 0.405 -0.015 0.284
H -0.154 0.193 -0.508
H -0.423 0.059 0.056
H -0.101 -0.143 0.427
H 0.273 0.088 0.202
H -0.516 -0.024 -0.019
H 0.065 -0.096 -0.413
H 0.283 -0.117 0.266
H -0.366 -0.145 0.036
C 0.159 -0.190 0.391
C 0.609 0.021 1.475
C 0.206 0.258 -0.086
C -0.421 -0.183 -0.002
P -2.884 -0.732 -6.228
N 1.726 0.020 3.006
C 0.098 0.341 1.000
C -0.079 0.120 0.320
C -0.229 0.040 -0.529
C 0.041 -0.410 -0.024
C 0.848 0.337 1.380
C -0.327 -0.086 -0.324
C -0.497 -0.009 -0.019
C 0.276 0.179 0.331
H -0.359 0.349 -0.106
H 0.314 0.080 -0.270
H -0.198 -0.231 -0.100
H -0.516 0.291 0.098
H 0.075 0.151 0.334
H -0.281 -0.279 -0.219
H 0.109 0.351 0.001
H 0.341 -0.049 0.035
H -0.211 0.647 -0.255
H -0.072 -0.326 -0.024
H 0.387 0.000 -0.312
H -0.305 0.228 -0.159
H 0.374 0.234 0.552
H 0.566 -0.183 -0.079
H 0.128 -0.280 -0.053
H 0.257 0.233 0.617
H -0.073 0.004 -0.412
H 0.384 0.358 -0.368
H 0.558 -0.311 0.177
H -0.273 -0.430 0.347
H -0.442 0.222 -0.103
H 0.014 -0.067 -0.363
H 0.049 -0.635 -0.087
H 0.343 -0.011 0.580
H 0.345 0.052 -0.321
H -0.366 0.181 0.143
H -0.269 -0.429 -0.033


| no. | total energy (Eh) |
| --- | --- |
| 1 | -3070.9869 |
| 2 | -1669.3954 |
| 3 | -1425.1198 |